(1)
15
Properties=species:S:1:pos:R:3:mulliken_charge:R:1 method="wB97M-V/def2-TZVPD" mol_weight_g_mol=120.2 total_charge=0
C 1.30232 2.05283 0.07080 -0.80
C 0.29720 -0.28722 -0.30802 0.28
C -2.19027 -0.22505 -0.34891 -0.37
H 2.48189 1.52888 -0.18836 0.26
H 1.35715 2.53342 1.47212 0.22
H 0.92143 3.10314 -0.59521 0.26
H -0.35682 1.44688 -0.95107 0.30
H -0.82226 -1.91195 -0.60294 0.27
H -2.98491 -0.94957 -0.41643 0.33
H -2.38225 0.57656 -1.20964 0.21
H -1.52706 0.97988 1.28173 0.34
N 0.44544 1.03400 -0.61814 -0.19
N -0.83011 -0.90997 -0.51438 -0.16
O -2.08507 0.32064 1.01963 -0.53
S 1.63941 -1.24899 0.28108 -0.43

(2)
10
Properties=species:S:1:pos:R:3:mulliken_charge:R:1 method="wB97M-V/def2-TZVPD" smiles="O=CNC1=NC1" mol_weight_g_mol=84.1 total_charge=0
O 1.17464 0.39836 1.51273 -0.47
C 1.48618 -0.39940 0.66647 0.04
N 0.68219 -0.74418 -0.41243 -0.09
C -0.53319 -0.14918 -0.56000 0.42
N -1.58349 -0.12750 -1.25085 -0.61
C -1.42225 0.84860 -0.07017 -0.26
H 2.44528 -0.94154 0.66460 0.33
H 0.98841 -1.44128 -1.07850 0.23
H -1.23644 1.89630 -0.30452 0.20
H -2.00134 0.65983 0.83268 0.20

Energy relative to the best compared isomer or geometry (same formula, charge and spin) (computed, kcal/mol): 117.23; 51.05
Orbital gap (computed, eV): 8.38; 10.58